A structure of composition C13H21MnN4O3S. Source: OMol25; level of theory: ωB97M-V with the def2-TZVPD basis set.

Positions of all 43 atoms, in Å:
O -1.17147 -1.85818 -0.66334
H 1.47488 -1.94775 -2.67135
C -0.26565 0.94895 -2.30940
H 3.13688 -3.59143 2.60202
C -0.87490 3.76325 1.59541
Mn -0.16827 -0.47228 0.71783
C 1.45500 3.25841 1.77385
H 3.09669 0.95931 2.09619
H 2.48698 3.54836 1.91208
H -2.96168 0.94930 -0.44138
C 0.94938 -1.90037 -1.71469
C -2.39899 1.19829 -1.33812
O -1.03567 0.85989 -1.11916
H -2.28953 -3.59925 -0.51191
S -0.18327 -2.39066 2.03834
H -3.15177 -2.18369 -1.18426
C 1.54456 -2.44372 2.10824
H -0.71065 0.31509 -3.08245
H -0.99781 -1.73126 -2.72093
N -0.14240 1.49618 1.45188
H 0.65945 5.24341 1.87494
H 1.41014 -2.60814 -1.02588
H -0.25959 1.97710 -2.68798
H -2.75558 -2.26394 0.55441
N 2.14253 -3.60095 2.44906
C 1.13994 0.52457 -1.94918
H -2.80075 0.61973 -2.17507
N 1.57812 -0.33489 1.53646
H -2.50491 2.26456 -1.55148
H 1.63435 1.30190 -1.36585
C 2.08606 0.82583 1.73112
O 1.14000 -0.62249 -1.10580
C -1.11452 2.41154 1.43975
H -1.70278 4.45675 1.59671
C 0.43638 4.19179 1.75405
H 1.59911 -4.37451 2.78367
H -2.12165 2.03667 1.32263
H 1.73478 0.34004 -2.84710
C -0.52172 -2.23184 -1.87356
N 2.34213 -1.42368 1.84506
C 1.12571 1.91653 1.63071
H -0.62157 -3.31061 -2.02797
C -2.41793 -2.51779 -0.44751

Summary:
Kohn-Sham gap (alpha / beta) = 7.61 / 7.52 eV
E_HOMO (alpha / beta) = -10.73 / -10.65 eV
multiplicity = 2
maximum force = 0.886 eV/Å
charge = +1
E_LUMO (alpha / beta) = -3.117 / -3.127 eV


The molecule C13H21N3O3S3 in a non-equilibrium geometry. Source: OMol25; level of theory: ωB97M-V with the def2-TZVPD basis set.

Positions of all 43 atoms, in Å:
H -0.15239 0.08880 1.93096
H 4.27943 -0.62288 1.19242
C 2.76638 1.56502 -0.61229
C -2.70699 1.77464 0.00461
C 0.12018 -0.95398 1.77005
H 1.87157 -2.18991 1.67462
C -1.78850 2.47393 0.72353
H -0.00176 3.67352 0.26992
S -2.99915 -3.02554 -0.71234
H 3.61888 -2.00114 0.26983
C -2.15378 -2.76544 -2.30609
C 4.11427 -0.28607 -0.93421
H -2.69911 -2.02571 -2.88484
C 1.63890 -1.12406 1.75064
H 5.15586 -0.55704 -1.11425
H -1.82410 2.53722 1.79490
H -0.43624 3.14531 -2.25645
H 2.84254 1.33697 1.53573
C -0.81353 3.07484 -0.10145
S -2.41304 1.84101 -1.68248
C -2.82067 -1.30972 -0.09803
H -0.29625 -1.53178 2.59546
C 2.22507 0.97952 0.69180
H 0.15058 -1.05331 -0.36108
O 4.07488 1.12008 -0.87841
S -4.09013 0.88770 0.63918
H -2.16344 -3.72310 -2.81552
N -3.97064 -0.59139 -0.18716
O -3.91446 0.69536 2.04120
H -1.13290 -2.44067 -2.13290
H 3.49269 -0.64267 -1.76983
H -4.82442 -1.06671 -0.43352
N 2.24443 -0.47104 0.60220
N -1.76980 -0.76668 0.29385
H -0.57394 -2.49934 0.40022
C -1.02037 2.81597 -1.42033
H 2.81964 2.65360 -0.55566
H 2.09728 1.27474 -1.43740
C -0.50199 -1.40413 0.44685
H 2.06014 -0.75208 2.70074
O -5.31202 1.45992 0.16853
C 3.60773 -0.91326 0.36491
H 1.19916 1.31952 0.83212

Summary:
Kohn-Sham gap = 9.17 eV
E_HOMO = -8.79 eV
SMILES = CS/C(=N\CCCN1CCOCC1)NS(=O)(=O)c1cccs1
multiplicity = 1
maximum force = 1.831 eV/Å
charge = 0
E_LUMO = 0.383 eV


The molecule C13H21N5O3 in a non-equilibrium geometry. Source: OMol25; level of theory: ωB97M-V with the def2-TZVPD basis set.

Positions of all 42 atoms, in Å:
H 1.30501 -2.13181 -0.78710
H -1.61201 2.52185 -2.26242
C -1.08608 1.62791 -1.67758
H 1.03296 4.24035 0.08684
C -1.62061 0.94938 1.61932
H 3.69486 -1.54344 0.37106
C 3.07292 0.03660 -1.14515
C 0.01565 -0.99338 0.70022
H -2.68680 -2.35659 -2.38359
C -1.87177 -3.10177 -1.99676
N 0.66223 1.58159 0.38675
C -0.05068 0.56006 1.18896
H -1.91394 2.05472 1.38473
H 4.06967 -0.36000 -1.66755
H -0.68188 4.48963 -0.85378
O 1.90839 0.07385 -2.04295
C 1.42244 -1.64973 0.30069
H -2.41695 0.24284 1.13605
C -0.02096 2.21342 -0.58755
H 0.88225 3.95463 -1.77054
C 0.29602 3.85257 -0.73605
N -0.98319 -1.32925 -0.42132
C -1.38587 -2.77695 -0.42724
H -0.52595 -1.09173 -1.35221
H -2.34966 -4.18035 -1.94694
O -1.54755 2.73487 3.89646
H -0.53664 -3.55198 -0.21550
N -2.42119 1.93760 3.58477
H -0.93218 -3.15008 -2.73166
C -0.55032 -1.88045 2.00707
O -1.83194 0.82787 3.10295
H 2.93818 0.00247 1.13200
H 3.30771 1.17123 -0.86084
H -1.97720 1.04065 -1.14607
H 1.62674 -2.59611 1.00182
C 2.77870 -0.78185 0.28398
N 1.41110 0.54312 3.79644
H 1.77624 1.01781 -2.35650
C 0.71300 0.56151 2.68594
N -0.97118 -2.68245 2.96177
H -2.35697 -3.02187 0.22320
H -0.58252 0.94324 -2.48175

Summary:
Kohn-Sham gap = 9.24 eV
E_HOMO = -9.74 eV
SMILES = CCN[C@@](C#N)(CCCO)[C@](C#N)(CON=O)N=C(C)C
multiplicity = 1
maximum force = 12.579 eV/Å
charge = 0
energy above the lowest of the compared OMol25 structures with the same formula, charge and spin = 16.286 eV
E_LUMO = -0.506 eV


A structure of composition C13H21N7O2RhS2Se. Source: OMol25; level of theory: ωB97M-V with the def2-TZVPD basis set.

Positions of all 47 atoms, in Å:
H -3.72737 3.39808 -3.69734
O 3.03646 1.96127 1.63701
S -5.12853 -5.34383 -0.91355
C -3.73482 -5.37629 -0.07547
H -3.84099 3.06922 -1.96159
H 1.10540 5.17285 -3.98155
C -3.85482 2.61206 -2.95222
N -1.26211 -1.85162 0.18130
N 0.17804 0.03969 2.19021
H -2.77156 1.09671 -4.06384
H 2.21035 3.29406 -2.72781
C 0.64063 4.72592 -3.10365
H 0.15095 -3.02524 1.13120
N 0.51405 2.62438 -1.78552
S -1.32649 1.31097 -0.31659
C -2.46611 -1.82103 -0.40261
C 0.52542 -0.44530 -2.93565
O 1.61125 1.00371 0.19385
H -2.91198 0.76706 -2.34365
H -1.05487 2.62825 -3.66418
H -4.24150 -2.87587 -0.96713
N 1.50224 0.48903 2.42232
C -3.27504 -2.93632 -0.48700
N -1.42988 2.11517 -2.87860
H 1.70280 0.82606 3.35266
C -2.76897 1.55542 -3.07584
C -0.83834 -3.01593 0.68677
H -0.44239 4.76972 -3.23454
C 1.14186 3.29699 -2.92816
N 0.33935 -0.67633 -1.80118
N -3.26470 -6.48509 0.52280
H 0.89533 5.33137 -2.23462
H 0.02740 -0.79565 2.74570
C -0.67398 2.07146 -1.79633
H 0.98709 2.69646 -3.82794
H -1.17063 -5.06820 1.06621
H -0.51256 0.73180 2.47467
C -1.59567 -4.16966 0.64357
H -2.51787 -6.46837 1.19444
H -3.84452 -7.30800 0.49249
C -2.84932 -4.14517 0.04161
H -2.78102 -0.86908 -0.80162
C 2.11993 1.22744 1.38947
Se 0.77885 -0.13161 -4.64774
H -4.83294 2.15723 -3.10720
H 1.09863 2.40403 -0.98264
Rh 0.13347 -0.33364 0.11559

Summary:
Kohn-Sham gap = 5.98 eV
E_HOMO = -10.81 eV
multiplicity = 1
maximum force = 0.558 eV/Å
charge = +1
E_LUMO = -4.834 eV


A cluster of 2 separate species, C13H21NO in total in a non-equilibrium geometry. Source: OMol25; level of theory: ωB97M-V with the def2-TZVPD basis set.

Positions of all 36 atoms, in Å:
C 0.05637 -0.53065 -2.02950
H 1.08418 -4.94179 -2.33455
N -0.30570 2.37291 1.94336
H 0.29795 2.98984 4.87395
H 1.19962 1.53708 4.67285
C 1.86324 -1.31990 -0.67460
C -1.83131 3.60973 0.53730
H -0.45754 -1.76651 -3.66395
H 0.80139 0.54273 -0.35722
H -1.22568 -4.46248 -1.99910
H 2.55969 -1.16912 0.14319
C -1.42655 2.27841 1.02096
C 0.13931 1.94598 4.57083
H -0.99181 -5.35645 -3.47719
H 1.14234 -3.99336 -3.93614
H -2.56375 3.69431 -0.36438
H -1.48265 -3.69759 -3.59128
H -1.26097 1.57351 0.19813
H 1.19572 2.04721 0.56217
H -2.41012 1.84600 1.54709
C 0.09848 -1.73047 -2.75011
H 1.48785 3.48031 1.53171
H -0.36849 1.27291 5.23957
C -0.80913 -4.36642 -3.05122
O -1.82099 1.89607 3.53088
C 1.90906 -2.53989 -1.29751
H -1.02997 4.44972 0.56363
H 2.70880 -3.23647 -1.19528
H -2.42124 4.22527 1.20410
C 1.04998 2.48235 1.52741
C 0.68497 -4.07369 -2.91547
H -0.76321 0.20450 -2.20790
C 0.88892 -0.36534 -0.89318
C -0.62576 2.05881 3.27263
H 1.63703 1.77647 2.13599
C 0.98997 -2.73399 -2.33717

Summary:
Kohn-Sham gap = 9.68 eV
E_HOMO = -8.91 eV
SMILES = CCN(C)C(C)=O.CCc1ccccc1
multiplicity = 1
maximum force = 4.628 eV/Å
charge = 0
energy above the lowest of the compared OMol25 structures with the same formula, charge and spin = 2.560 eV
E_LUMO = 0.772 eV


A structure of composition C13H22AsOS4W. Source: OMol25; level of theory: ωB97M-V with the def2-TZVPD basis set.

Positions of all 42 atoms, in Å:
H -0.12179 2.96384 -0.95875
O 1.64766 -0.23418 -0.36587
H 2.66041 2.17580 0.08991
H 1.85652 0.19452 -2.98776
C -4.18560 1.29119 -1.50252
C 3.38590 1.38762 -0.11502
H 3.68900 0.92687 0.82514
H -2.05032 1.05788 -3.32779
H 3.28467 -1.56987 -1.93048
C -1.23901 0.52171 -2.83678
H 3.14804 1.39095 -2.89205
S -1.31406 0.30045 2.29119
H -1.84763 3.23906 -1.30368
S 0.23002 -2.78878 1.05489
H -1.31351 -0.54196 -3.05713
H 1.58763 1.75413 -2.15846
C -4.55155 2.60114 -1.20285
S -1.32332 -2.24794 -0.17189
C -5.34116 3.32925 -2.08006
As -1.41428 0.80494 -0.93646
W 0.17800 -0.53654 0.61393
C -5.42711 1.44405 -3.56550
C 2.81154 0.35156 -1.06205
H 4.26631 1.84334 -0.56845
H -4.23758 3.04703 -0.26555
C 3.75258 -0.81255 -1.30205
H 4.64780 -0.44969 -1.80739
C -3.31178 0.51062 -0.56540
C -5.77540 2.75345 -3.26575
S 0.69338 0.82069 2.36272
C 2.30600 0.95721 -2.35268
H -4.37947 -0.31036 -2.92159
H 4.05279 -1.26910 -0.35960
H -3.49076 -0.56210 -0.63813
H -5.62716 4.34247 -1.83170
C -4.63626 0.71718 -2.68858
H -6.39502 3.31888 -3.94830
H -3.45334 0.81040 0.47216
H -1.30225 2.94296 0.37211
C -1.13873 2.70008 -0.67634
H -0.28351 0.90259 -3.18213
H -5.77942 0.98465 -4.47921

Summary:
Kohn-Sham gap = 6.89 eV
E_HOMO = -11.65 eV
multiplicity = 1
maximum force = 0.904 eV/Å
charge = +1
energy above the lowest of the compared OMol25 structures with the same formula, charge and spin = 0.000 eV
E_LUMO = -4.766 eV


A structure of composition C13H22AuN4O3S in a non-equilibrium geometry. Source: OMol25; level of theory: ωB97M-V with the def2-TZVPD basis set.

Positions of all 44 atoms, in Å:
C 1.32397 -7.68144 -2.97643
H 2.33285 -7.95597 -2.63731
H -1.51860 -4.58225 -1.87068
H 1.19323 4.27049 0.18455
H 0.54582 -7.20953 0.93558
C 0.83197 -6.42794 -2.33687
H 0.66552 -8.53835 -2.78871
N 1.92162 2.01525 -0.69001
O -2.03088 -0.41141 0.84601
N 1.82734 0.56906 -0.68755
H -0.43025 4.19558 -0.46744
H 0.14446 -3.16707 -3.20249
O -3.82015 -1.65326 0.96369
C -0.60193 -4.15179 -1.43122
H -0.13622 -5.40826 -3.94990
O 0.00582 -1.99444 -0.84677
H 1.89053 0.25174 -1.66481
Au -0.08453 0.03627 0.22669
C 0.70503 -7.53722 -0.09971
H 1.41049 -3.60467 -2.05962
H -5.04377 -2.68871 -0.32784
N 0.49657 3.79614 -0.35076
H -2.83194 -4.45099 0.66302
C -2.59532 -1.49664 0.54526
H 2.50244 2.39080 0.08942
H -0.01353 -8.34705 -0.30031
H 1.71332 -7.96810 -0.15807
C -0.90005 -2.83096 -0.77243
H -3.34522 -4.13950 -1.01728
H 0.76506 -4.62530 0.18863
C -4.33617 -2.92917 0.47639
H 1.37034 -7.53212 -4.06060
H -0.81514 -5.38196 0.34330
H 2.56315 0.11983 -0.13342
C 0.70876 -5.25588 -3.25545
C 0.46392 -3.94806 -2.50469
C 0.63588 2.52522 -0.74904
H 1.60780 -5.15545 -3.88409
C -0.03596 -5.13043 -0.39286
C 0.52064 -6.37609 -1.02208
N -2.12063 -2.61333 -0.13878
S -0.63599 1.70598 -1.51088
H -4.82456 -3.39380 1.33854
C -3.14839 -3.68170 -0.04903

Summary:
Kohn-Sham gap = 7.83 eV
E_HOMO = -10.29 eV
multiplicity = 1
maximum force = 3.286 eV/Å
charge = +1
E_LUMO = -2.462 eV


A cluster of 2 separate species, C13H22BCl2FN2 in total. Source: OMol25; level of theory: ωB97M-V with the def2-TZVPD basis set.

Positions of all 41 atoms, in Å:
H -0.77290 1.90681 0.87416
C 0.90498 1.18287 -5.12837
H -5.18821 -1.18884 2.72401
C 0.09072 1.23067 0.94142
H 2.64931 0.36677 -1.77466
H 0.35914 1.07213 -0.11415
H 3.81077 1.74923 -3.47509
C 0.57596 -1.10892 2.32358
C 2.18314 1.65991 -4.87043
H -4.46923 -1.34997 0.48145
C 2.88570 -2.13899 2.73623
N 1.24029 1.86033 1.62462
B -0.36764 -0.19294 1.42085
C -1.74350 -0.79395 0.99950
H 1.86184 2.28916 0.94851
H 2.68597 2.25915 -5.61849
H 0.18905 -2.12954 2.39258
H -2.93526 0.33582 -0.43223
H 0.36545 -0.49959 -2.23089
F -0.95408 -0.05392 -4.39987
H -5.04661 0.29592 0.74535
H 2.44994 -0.14235 2.02219
H 0.39039 1.39051 -6.05613
Cl 2.09317 -1.60608 0.19347
C 2.04885 -1.15144 1.95999
H 2.46248 -3.14400 2.66972
C 2.81470 1.37410 -3.66772
H -4.22538 0.08696 3.02799
H -2.79895 1.11594 1.11996
H 0.93567 2.60646 2.23660
C -2.91454 0.13395 0.64344
C 0.28816 0.41809 -4.15887
H -1.47430 -1.41285 0.12241
C -4.27645 -0.43059 1.04305
H 3.90609 -2.16094 2.35161
C 2.16366 0.60509 -2.71255
C 0.88785 0.11368 -2.95371
H 2.92776 -1.84560 3.78738
Cl 0.38702 -0.42720 3.98870
N -4.30965 -0.75436 2.46725
H -2.08136 -1.52145 1.74712

Summary:
Kohn-Sham gap = 9.63 eV
E_HOMO = -9.03 eV
SMILES = C[C@@H](Cl)[C@@H](Cl)B(CN)CCCN.Fc1ccccc1
multiplicity = 1
maximum force = 0.325 eV/Å
charge = 0
E_LUMO = 0.607 eV


- Which value of maximum force does entry 4 give?
  0.558 eV/Å


- What is the multiplicity in the fourth record?
  1


Copy entry 5 word for word.
A cluster of 2 separate species, C13H21NO in total in a non-equilibrium geometry. Source: OMol25; level of theory: ωB97M-V with the def2-TZVPD basis set.

Positions of all 36 atoms, in Å:
C 0.05637 -0.53065 -2.02950
H 1.08418 -4.94179 -2.33455
N -0.30570 2.37291 1.94336
H 0.29795 2.98984 4.87395
H 1.19962 1.53708 4.67285
C 1.86324 -1.31990 -0.67460
C -1.83131 3.60973 0.53730
H -0.45754 -1.76651 -3.66395
H 0.80139 0.54273 -0.35722
H -1.22568 -4.46248 -1.99910
H 2.55969 -1.16912 0.14319
C -1.42655 2.27841 1.02096
C 0.13931 1.94598 4.57083
H -0.99181 -5.35645 -3.47719
H 1.14234 -3.99336 -3.93614
H -2.56375 3.69431 -0.36438
H -1.48265 -3.69759 -3.59128
H -1.26097 1.57351 0.19813
H 1.19572 2.04721 0.56217
H -2.41012 1.84600 1.54709
C 0.09848 -1.73047 -2.75011
H 1.48785 3.48031 1.53171
H -0.36849 1.27291 5.23957
C -0.80913 -4.36642 -3.05122
O -1.82099 1.89607 3.53088
C 1.90906 -2.53989 -1.29751
H -1.02997 4.44972 0.56363
H 2.70880 -3.23647 -1.19528
H -2.42124 4.22527 1.20410
C 1.04998 2.48235 1.52741
C 0.68497 -4.07369 -2.91547
H -0.76321 0.20450 -2.20790
C 0.88892 -0.36534 -0.89318
C -0.62576 2.05881 3.27263
H 1.63703 1.77647 2.13599
C 0.98997 -2.73399 -2.33717

Summary:
Kohn-Sham gap = 9.68 eV
E_HOMO = -8.91 eV
SMILES = CCN(C)C(C)=O.CCc1ccccc1
multiplicity = 1
maximum force = 4.628 eV/Å
charge = 0
energy above the lowest of the compared OMol25 structures with the same formula, charge and spin = 2.560 eV
E_LUMO = 0.772 eV